(1)
This record from the OMol25 dataset describes a cluster of 5 separate species, C39H65F9IN5O6S in total in a non-equilibrium geometry. The level of theory is wB97M-V/def2-TZVPD.

Calculated values
Spin multiplicity: 1
LUMO energy, eV: 0.033
E_HOMO, eV: -8.387
SMILES: CCOCc1cc(I)c(C)c2c1N(F)c1cc(CCOCC(F)(F)C(F)(F)C(F)(F)C(F)F)ccc1S2.COC[C@@H](C)N.COC[C@@H](C)N.COC[C@@H](C)N.COC[C@@H](C)N
Orbital gap, eV: 8.42

Geometry (Å):
C -1.147754 1.336777 -3.527577
C -1.850875 2.242372 -2.478793
O -3.157959 1.795533 -2.143115
C -3.207192 1.225478 -0.831132
C -2.533567 -0.159286 -0.906286
C -2.965785 -0.988594 -1.926472
C -2.415062 -2.243876 -2.103612
I -3.201016 -3.426044 -3.663304
C -1.389914 -2.659306 -1.240054
C -0.775933 -4.040824 -1.438970
C -0.968655 -1.834000 -0.224888
C -1.544279 -0.566327 -0.033801
N -1.182544 0.354298 1.001672
F -1.771427 -0.186097 2.202235
C 0.231208 0.404900 1.243537
C 0.744090 1.643672 1.537378
C 2.096661 1.836797 1.824416
C 2.528664 3.259790 2.169516
C 3.993490 3.440565 2.628597
O 4.621654 4.492244 1.873626
C 5.486402 3.934976 0.903622
C 5.489808 4.800249 -0.397527
F 5.045582 6.035546 -0.056304
F 6.754423 4.954101 -0.856763
C 4.542239 4.207985 -1.485764
F 4.376536 5.162182 -2.430543
F 3.334273 4.030391 -0.891358
C 5.097960 2.917542 -2.173072
F 6.138370 2.366013 -1.513938
F 5.591666 3.306575 -3.374929
C 4.013087 1.801439 -2.462748
F 4.546789 0.609340 -2.051739
F 3.824194 1.697063 -3.789562
C 2.916387 0.722420 1.760874
C 2.412716 -0.535472 1.466294
C 1.072146 -0.713885 1.222430
S 0.351347 -2.305815 0.886368
H -0.311448 1.843754 -4.021159
H -1.862413 0.866796 -4.211823
H -0.699146 0.503390 -2.956443
H -1.969390 3.223046 -2.968593
H -1.171996 2.352813 -1.620342
H -2.641378 1.857048 -0.134771
H -4.257185 1.121846 -0.537370
H -3.748169 -0.652919 -2.603933
H 0.259545 -4.046777 -1.078727
H -0.854530 -4.394085 -2.468574
H -1.353682 -4.733173 -0.802798
H 0.071085 2.502291 1.543607
H 2.274099 3.945919 1.351964
H 1.892889 3.578814 3.011535
H 3.994142 3.798114 3.668558
H 4.594270 2.525461 2.623283
H 6.504126 3.914396 1.322889
H 5.161239 2.928991 0.594676
H 3.073495 1.911936 -1.910110
H 3.986264 0.807510 1.940956
H 3.071646 -1.402989 1.423162
C -0.291670 6.619814 -4.765355
O -1.120603 5.475067 -4.859037
C -2.508241 5.747539 -4.954700
C -2.998003 6.066160 -6.376942
C -2.658733 7.481094 -6.834223
N -2.475616 5.112385 -7.360351
H -0.768147 7.423087 -4.196492
H -0.011204 6.977719 -5.758458
H 0.623430 6.326338 -4.249817
H -3.007145 4.830677 -4.626742
H -2.799877 6.532597 -4.245139
H -4.088909 5.981608 -6.368771
H -1.604537 7.594363 -7.087487
H -3.230364 7.734235 -7.727800
H -2.907196 8.213657 -6.062909
H -2.778170 4.176248 -7.103837
H -1.465398 5.079421 -7.245147
C -5.604881 -5.688400 -5.851361
O -4.717539 -4.986365 -6.705324
C -4.780001 -5.369486 -8.067985
C -5.901097 -4.688546 -8.870661
C -7.282186 -5.280768 -8.609603
N -5.950205 -3.244350 -8.622528
H -5.737104 -6.729083 -6.159272
H -6.571428 -5.181785 -5.806586
H -5.181322 -5.677373 -4.846071
H -3.824168 -5.060429 -8.500240
H -4.826832 -6.462022 -8.160858
H -5.677853 -4.842919 -9.930701
H -7.686363 -4.981833 -7.642396
H -7.986777 -4.939621 -9.368831
H -7.255625 -6.372155 -8.648194
H -5.056572 -2.834944 -8.881987
H -5.993566 -3.109870 -7.615011
C -2.452531 -1.991608 7.566612
O -2.234380 -1.091970 6.495957
C -0.880454 -0.737489 6.281736
C -0.082173 -1.744485 5.436539
C 0.334443 -2.990125 6.212171
N -0.818410 -2.153128 4.237384
H -1.756816 -1.819327 8.392968
H -2.380347 -3.026604 7.224533
H -3.468356 -1.834359 7.930794
H -0.911502 0.208673 5.733429
H -0.379155 -0.530556 7.236973
H 0.836131 -1.240824 5.114831
H -0.497867 -3.673385 6.381729
H 1.092016 -3.544212 5.655369
H 0.764488 -2.725841 7.181700
H -1.016737 -1.330212 3.679137
H -1.738039 -2.467775 4.538233
C 2.983361 -2.540504 10.108301
O 2.934771 -3.418849 8.998462
C 4.032455 -3.312504 8.110003
C 5.276374 -4.111630 8.533234
C 6.076714 -3.446327 9.648202
N 4.933835 -5.476249 8.945048
H 3.435872 -1.579110 9.849196
H 3.521878 -2.997667 10.941414
H 1.958488 -2.363982 10.436863
H 3.677563 -3.724199 7.160623
H 4.277685 -2.258839 7.922263
H 5.931224 -4.175772 7.658795
H 5.591050 -3.537862 10.619744
H 7.057886 -3.914029 9.736872
H 6.232610 -2.385134 9.440882
H 4.479260 -5.950049 8.168930
H 4.201377 -5.407032 9.647587

Atoms 1-3, force components in eV/Å:
C 0.104 -0.832 1.447
C 0.396 0.451 -1.786
O 0.115 0.143 0.792

=====

(2)
This record from the OMol25 dataset describes a structure of composition C39H66BCdN10SSi in a non-equilibrium geometry. The level of theory is wB97M-V/def2-TZVPD.

Calculated values
Spin multiplicity: 1
Energy relative to the best compared isomer or geometry (same formula, charge and spin), eV: 1.606
Charge: -1
LUMO energy, eV: 2.411
E_HOMO, eV: -3.092
Orbital gap, eV: 5.50

Geometry (Å):
Cd 0.977467 0.212754 0.061195
C 4.920780 -1.478495 2.984448
C 3.579166 -1.392669 2.461375
N 2.594582 -0.418649 2.986098
N 3.310202 0.632632 3.712702
C 3.154791 1.838719 3.087015
N 3.849009 2.843336 3.605859
S 1.997630 2.229937 1.875346
C 3.195159 -2.216720 1.384845
C 4.034476 -3.337398 0.982901
C 3.440368 -4.319624 0.170571
C 2.211091 -4.085633 -0.402769
C 1.509653 -2.922746 -0.017746
N 2.065552 -1.949178 0.649737
H 5.238433 -0.570913 3.482713
H 5.083124 -2.349744 3.619826
H 5.569417 -1.489883 2.087247
H 4.494110 2.808970 4.388308
H 3.653456 3.787645 3.142040
H 5.090303 -3.467940 1.226675
H 3.988464 -5.263282 0.058942
H 1.741966 -4.869044 -0.972160
H 0.477779 -2.799127 -0.340660
C 0.277353 4.680433 -2.714237
C 0.334767 3.169682 -2.487219
C 0.305240 2.288413 -3.792838
C -0.805051 2.774290 -1.620553
C -2.148450 3.228463 -1.838472
C -2.904700 2.426731 -1.033086
C -4.338132 2.537482 -0.691670
C -5.027539 2.566465 -2.009758
C -4.691783 3.767294 0.063490
N -2.060071 1.497720 -0.406274
N -0.679801 1.771012 -0.739956
B -2.363176 0.057658 0.055946
N -1.985433 -0.005901 1.578436
N -0.663504 -0.256474 2.048794
C -0.694318 -0.023807 3.381161
C -2.000280 0.443667 3.721921
C -2.749417 0.443557 2.572466
C -4.244474 0.563807 2.647387
C -4.790408 -0.553103 3.560777
C -4.669877 1.974430 3.130718
C 0.489861 -0.121625 4.368295
C 1.673139 -1.005368 3.969755
C 0.781551 1.223642 5.084329
N -1.629913 -1.077511 -0.773634
N -0.605410 -0.803301 -1.746494
C -0.596047 -1.747001 -2.678552
C -1.439075 -2.770394 -2.241728
C -2.152798 -2.303421 -1.119344
C -3.127111 -3.215554 -0.390516
C -3.057296 -3.037800 1.135056
C -4.551640 -3.081703 -0.903194
C 0.420537 -1.791737 -3.804643
C 1.196823 -3.089480 -3.680197
C -0.312031 -1.652131 -5.141249
H 1.128222 5.032391 -3.295085
H -0.623095 5.108804 -3.202981
H 0.356818 5.226060 -1.718009
H 1.254957 2.974205 -1.869209
H -0.704249 2.396911 -4.236230
H 1.050702 2.718937 -4.457394
H 0.512559 1.251949 -3.549882
H -2.474960 4.047621 -2.525381
H -4.746814 1.617634 -0.240084
H -4.848455 3.502318 -2.617206
H -4.724133 1.703790 -2.660982
H -6.074449 2.476060 -1.787331
H -4.519880 4.629159 -0.598710
H -5.727029 3.702841 0.403728
H -4.041847 3.777387 0.960103
H -3.559180 -0.235811 -0.053803
H -2.350989 0.781531 4.720987
H -4.570371 0.376640 1.585698
H -4.581436 -0.312726 4.596254
H -5.933686 -0.495131 3.557797
H -4.575979 -1.573421 3.217760
H -4.580427 2.000933 4.229916
H -4.062601 2.777695 2.720069
H -5.685121 2.193865 2.875914
H -0.033724 -0.782421 5.093139
H 2.089797 -0.019402 2.164119
H 2.261086 -1.189475 4.860988
H 1.298325 -1.953996 3.623864
H 1.005227 2.007813 4.307656
H -0.054573 1.540837 5.699082
H 1.750903 1.062409 5.623012
H -1.552354 -3.684208 -2.782301
H -2.810452 -4.299301 -0.607045
H -2.052202 -3.184710 1.543458
H -3.397164 -1.982237 1.388246
H -3.695852 -3.761099 1.637539
H -4.918465 -2.038058 -0.888424
H -4.807498 -3.440583 -1.876143
H -5.238823 -3.668924 -0.244669
H 1.064688 -0.905877 -3.555527
H 0.517117 -3.972789 -3.893520
H 2.041768 -3.185826 -4.413574
H 1.560503 -3.249070 -2.688935
H -0.710198 -2.603484 -5.483577
H -1.085797 -0.905166 -5.016846
H 0.338700 -1.314849 -5.941061
C 5.020457 1.578354 -3.020904
Si 4.494533 0.165823 -1.864830
C 3.982645 -1.330138 -2.854538
C 5.912402 0.098367 -0.646056
C 2.857715 0.843808 -1.095432
H 4.348275 1.570928 -3.848764
H 6.050484 1.389090 -3.275317
H 4.897363 2.518644 -2.505436
H 2.977771 -1.272902 -3.219814
H 4.081856 -2.229627 -2.292059
H 4.593159 -1.255527 -3.782299
H 6.026772 -0.774104 -0.077481
H 5.725956 1.074189 -0.061763
H 6.792570 0.315876 -1.270042
H 2.107368 1.040605 -1.848500
H 3.272588 1.816006 -0.681588

Atoms 1-3, force components in eV/Å:
Cd 1.049 -0.091 -0.153
C 1.490 0.429 -0.263
C -2.041 -1.064 -2.116

=====

(3)
This record from the OMol25 dataset describes a cluster of 9 separate species, C39H66F9N12O9S3 in total in a non-equilibrium geometry. The level of theory is wB97M-V/def2-TZVPD.

Calculated values
Spin multiplicity: 2
Charge: +4
LUMO energy (spin up / spin down), eV: -8.194 / -13.588
E_HOMO (spin up / spin down), eV: -15.966 / -15.966
Orbital gap (spin up / spin down), eV: 7.77 / 2.38

Geometry (Å):
C 5.959341 7.429481 -1.036215
C 5.468601 6.177611 -1.732285
N 4.193631 5.659211 -1.224595
C 4.053131 4.845811 -0.125955
C 2.721051 4.530191 0.044305
N 1.998691 5.277911 -0.859405
C 2.922251 5.963481 -1.618955
C 0.612021 5.351481 -0.986555
H 5.256391 8.217011 -1.307795
H 6.918851 7.581141 -1.530625
H 6.050901 7.310441 0.043395
H 6.259751 5.446601 -1.565515
H 5.299411 6.391231 -2.787675
H 4.876641 4.504941 0.484005
H 2.093341 3.845371 0.595115
H 2.808201 6.777901 -2.319035
H 0.145701 6.142621 -1.573695
H 0.171671 5.359401 0.010515
H 0.366701 4.395651 -1.449475
C -0.768519 4.293721 3.364835
C -2.336809 4.206521 3.172495
N -2.923069 3.239261 4.043585
C -2.999949 3.246781 5.433605
C -3.617609 2.033691 5.838715
N -3.698939 1.250621 4.702775
C -3.355579 1.981611 3.620005
C -4.166129 -0.072479 4.590865
H -0.439969 3.336151 3.768825
H -0.729799 5.023131 4.173895
H -0.194639 4.643381 2.506645
H -2.709819 4.027791 2.164025
H -2.672519 5.183711 3.519615
H -2.727589 4.141971 5.972915
H -3.781179 1.608271 6.817825
H -3.355029 1.630491 2.598675
H -3.263149 -0.682979 4.591755
H -4.830579 -0.304139 3.758425
H -4.599119 -0.412159 5.531735
C 3.530871 1.694671 -7.159365
C 2.405111 1.507421 -6.028095
N 3.033721 1.362101 -4.693665
C 3.587531 2.412751 -3.927385
C 4.012401 1.731111 -2.798355
N 3.692251 0.311311 -2.810105
C 3.090391 0.178521 -4.028625
C 4.095851 -0.682739 -1.961555
H 3.093591 1.554981 -8.147995
H 4.323181 0.956021 -7.037925
H 4.039821 2.657661 -7.200745
H 1.756261 0.642881 -6.168305
H 1.646281 2.284721 -5.938235
H 3.754961 3.397141 -4.338925
H 4.575651 2.073031 -1.942645
H 2.710851 -0.763469 -4.396075
H 5.176021 -0.667119 -1.816335
H 3.887031 -1.648799 -2.421145
H 3.624761 -0.476639 -1.000465
C -6.447659 -5.117209 1.596425
C -5.265929 -5.646359 0.774685
N -4.254739 -4.643369 0.744325
C -2.874939 -4.790459 1.053655
C -2.214099 -3.578109 0.873635
N -3.197969 -2.706129 0.401885
C -4.416659 -3.363799 0.374785
C -3.030209 -1.277979 0.217235
H -7.356469 -5.711299 1.692455
H -6.860939 -4.257909 1.068305
H -6.209879 -4.718039 2.582435
H -5.577609 -5.928019 -0.231105
H -4.764979 -6.517049 1.197835
H -2.605599 -5.721029 1.531035
H -1.197969 -3.237239 1.006595
H -5.335069 -2.934899 0.002015
H -3.375579 -0.793229 1.130385
H -3.564469 -0.910589 -0.658945
H -2.014139 -0.920289 0.050585
C 1.494081 -3.470409 -3.441905
C 0.552691 -2.520279 -2.696745
N -0.860769 -2.968049 -2.718245
C -1.946789 -2.269609 -3.173475
C -3.070859 -3.154309 -3.146335
N -2.590519 -4.409459 -2.775005
C -1.245889 -4.259939 -2.504655
C -3.346719 -5.675689 -2.839155
H 2.556001 -3.310319 -3.255415
H 1.353501 -3.384399 -4.519375
H 1.300971 -4.519449 -3.217535
H 0.544931 -1.490879 -3.055045
H 0.829091 -2.536389 -1.642495
H -1.894249 -1.237599 -3.487465
H -4.088969 -2.945899 -3.440295
H -0.604589 -5.085019 -2.231935
H -4.426079 -5.525429 -2.816875
H -2.919559 -6.405789 -2.151685
H -3.025899 -6.115699 -3.783385
C 0.915491 1.363371 5.818065
C -0.296089 0.595871 5.161905
N 0.101541 -0.730109 4.714435
C 1.117511 -1.064449 3.875895
C 1.197391 -2.397089 3.749505
N 0.110961 -2.939009 4.473845
C -0.571409 -1.892849 5.019015
C -0.172519 -4.305739 4.728465
H 1.178771 1.050541 6.828475
H 0.467271 2.350721 5.929095
H 1.791341 1.350591 5.169355
H -0.464649 1.166531 4.248645
H -1.199259 0.743401 5.754035
H 1.800481 -0.327029 3.480715
H 1.849041 -3.088419 3.235875
H -1.346549 -2.116349 5.737075
H -1.041549 -4.336619 5.385685
H 0.636071 -4.913339 5.134785
H -0.413159 -4.828369 3.802695
C -0.813469 2.880061 -3.955705
F -1.135639 2.590391 -2.666725
F -1.543639 3.971471 -4.358525
F 0.509041 3.230161 -4.035945
S -1.144289 1.300641 -5.006255
O -0.158899 0.318051 -4.566925
O -2.534269 0.963811 -4.777995
O -0.884599 1.739031 -6.382265
C 0.479741 0.417121 -0.275655
F 0.526701 -0.845879 0.229945
F 1.615651 0.712021 -0.797235
F -0.444469 0.507611 -1.279845
S -0.057359 1.631031 1.154455
O -1.139689 0.974631 1.889235
O 1.116031 1.826951 2.052805
O -0.388359 2.912231 0.517685
C 3.303321 -3.597329 0.346165
F 4.025791 -3.392479 1.388075
F 2.630621 -2.521859 0.028725
F 4.087201 -3.887109 -0.716605
S 2.007121 -5.134869 0.711445
O 0.961761 -4.960899 -0.281705
O 2.790981 -6.406929 0.577965
O 1.441671 -4.960249 2.031315

Atoms 1-3, force components in eV/Å:
C -0.639 -0.076 -0.722
C 0.166 0.268 0.157
N -2.490 -0.383 1.294